(1)
This record from OMol25 describes C38H43MnN6S as an isolated structure. The level of theory is ωB97M-V/def2-TZVPD.

Geometry (Å):
Mn -0.64 0.39 1.03
C -3.05 4.27 1.20
C -2.37 2.97 0.89
N -1.67 2.30 1.73
N -1.52 2.85 2.96
C -0.79 2.12 3.81
N -0.64 2.76 5.02
S -0.04 0.61 3.61
C -2.54 2.40 -0.47
C -3.28 3.08 -1.43
C -3.48 2.50 -2.68
C -2.95 1.26 -2.93
C -2.21 0.65 -1.92
N -2.00 1.20 -0.73
H -2.88 4.53 2.24
H -4.13 4.19 1.02
H -2.67 5.07 0.56
H -1.30 3.49 5.21
H -0.35 2.17 5.78
H -3.70 4.05 -1.20
H -4.06 3.02 -3.43
H -3.09 0.75 -3.87
H -1.79 -0.33 -2.08
C 1.81 4.64 2.17
C 2.35 3.61 1.21
C 3.58 3.79 0.57
C 4.03 2.81 -0.29
C 5.35 2.97 -1.01
C 3.29 1.65 -0.51
C 2.04 1.41 0.12
C 1.61 2.47 0.96
N 1.22 0.32 -0.01
C 1.58 -0.74 -0.97
C 1.66 -0.22 -2.42
C 1.97 -1.35 -3.41
C 3.28 -2.04 -3.00
C 3.16 -2.63 -1.60
C 2.02 -3.65 -1.58
C 0.71 -2.94 -1.95
C 0.83 -2.38 -3.37
C 0.47 -1.81 -0.95
C 2.86 -1.52 -0.59
H 2.45 5.52 2.21
H 1.73 4.23 3.18
H 0.80 4.96 1.89
H 4.17 4.68 0.75
H 5.84 3.90 -0.73
H 5.21 2.98 -2.09
H 6.03 2.15 -0.78
H 3.71 0.94 -1.20
H 0.66 2.38 1.48
H 2.41 0.56 -2.51
H 0.70 0.25 -2.66
H 2.06 -0.94 -4.42
H 4.10 -1.31 -3.03
H 3.53 -2.83 -3.72
H 4.09 -3.13 -1.32
H 1.92 -4.10 -0.59
H 2.22 -4.47 -2.29
H -0.12 -3.64 -1.90
H -0.11 -1.89 -3.66
H 1.02 -3.19 -4.09
H 0.42 -2.23 0.05
H -0.49 -1.34 -1.14
H 3.73 -0.86 -0.52
H 2.71 -1.94 0.41
C 0.01 -4.73 3.49
C 0.74 -3.57 3.26
C 0.20 -2.51 2.57
C -1.13 -2.54 2.08
C -1.86 -3.72 2.34
C -1.30 -4.78 3.02
N -1.65 -1.45 1.43
C -2.78 -1.60 0.64
C -2.90 -2.59 -0.35
C -3.97 -2.60 -1.24
C -4.97 -1.63 -1.16
C -4.89 -0.67 -0.16
C -3.83 -0.67 0.73
H 0.44 -5.56 4.03
H 1.76 -3.50 3.61
H 0.80 -1.62 2.38
H -2.89 -3.78 2.00
H -1.90 -5.67 3.20
H -2.12 -3.34 -0.43
H -4.01 -3.36 -2.01
H -5.80 -1.64 -1.86
H -5.67 0.08 -0.06
H -3.76 0.09 1.51

## Properties
- Calculated total energy: -3351.7393 a.u.
- M: 670.81 g/mol
- 2S+1: 6
- Charge: -1

List of Löwdin charges in e, atom by atom: 0.742, -0.044, -0.275, -0.043, -0.032, -0.907, 0.038, 0.653, -0.211, -0.017, -0.062, -0.052, -0.117, 0.090, 0.055, 0.081, 0.083, 0.080, 0.062, 0.097, 0.104, 0.105, 0.093, -0.055, -0.283, -0.057, -0.296, -0.068, -0.023, -0.273, -0.032, -0.020, -0.449, -0.082, -0.288, -0.122, -0.287, -0.122, -0.277, -0.125, -0.115, -0.076, 0.063, 0.074, 0.070, 0.095, 0.063, 0.072, 0.072, 0.077, 0.038, 0.099, 0.117, 0.132, 0.117, 0.112, 0.133, 0.121, 0.114, 0.130, 0.113, 0.114, 0.095, 0.075, 0.101, 0.124, -0.140, -0.109, -0.105, -0.324, -0.046, -0.121, -0.049, -0.336, -0.059, -0.106, -0.130, -0.112, -0.056, 0.080, 0.096, 0.046, 0.100, 0.089, 0.106, 0.093, 0.085, 0.095, 0.105

=====

(2)
This record from OMol25 describes a 2-piece molecular cluster, C5H4O2 overall. The level of theory is ωB97M-V/def2-TZVPD.

Geometry (Å):
O 1.45 -2.23 -0.88
C 2.12 -1.38 -1.22
O 0.48 -0.15 1.13
C -0.78 -0.58 0.87
C -1.36 0.20 -0.07
C -0.39 1.19 -0.43
C 0.71 0.93 0.33
H -1.10 -1.44 1.43
H -2.36 0.10 -0.47
H -0.49 1.99 -1.15
H 1.68 1.38 0.42

## Properties
- Calculated total energy: -343.3694 a.u.
- M: 96.08 g/mol
- 2S+1: 1
- Charge: 0
- ΔE to the lowest compared entry with this formula, charge and spin: 14.4 kcal/mol

List of natural (NBO) charges in e, atom by atom: -0.505, 0.502, -0.412, 0.088, -0.318, -0.317, 0.079, 0.208, 0.232, 0.232, 0.210

=====

(3)
This record from OMol25 describes a 2-piece molecular cluster, C4H5NO overall. The level of theory is ωB97M-V/def2-TZVPD.

Geometry (Å):
C 2.39 -0.51 0.24
C -0.82 0.61 -1.12
C -1.94 0.02 -1.06
C 1.89 -0.41 1.63
N -3.01 -0.55 -0.77
O 1.98 0.65 0.63
H 0.11 0.15 -1.50
H -0.61 1.62 -0.68
H 0.88 -0.67 1.89
H 2.78 -0.37 2.29
H -3.66 -0.53 -1.56

## Properties
- Calculated total energy: -285.2151 a.u.
- M: 83.09 g/mol
- 2S+1: 1
- Charge: 0
- ΔE to the lowest compared entry with this formula, charge and spin: 125.2 kcal/mol

List of natural (NBO) charges in e, atom by atom: 0.302, -0.650, 0.399, -0.295, -0.632, -0.423, 0.254, 0.257, 0.217, 0.202, 0.368

=====

(4)
This record from OMol25 describes one molecule with the formula C8H12S. The level of theory is ωB97M-V/def2-TZVPD.

Geometry (Å):
C 3.42 -0.21 0.04
S 2.03 0.79 0.61
C 0.81 0.04 -0.38
C 0.43 -1.40 -0.01
C -0.72 -1.56 0.93
C -1.49 -0.29 0.60
C -0.82 0.74 0.08
C -2.06 1.62 -0.13
C -2.81 0.46 0.58
H 3.08 -1.27 0.34
H 4.31 -0.07 0.72
H 3.58 -0.20 -1.09
H 0.88 0.10 -1.42
H 1.41 -2.05 0.22
H 0.03 -1.87 -1.04
H -0.39 -1.53 1.89
H -1.35 -2.40 0.77
H -2.12 2.56 0.35
H -2.43 1.76 -1.15
H -3.64 0.14 0.05
H -3.24 0.71 1.51

## Properties
- Calculated total energy: -710.0677 a.u.
- M: 140.25 g/mol
- 2S+1: 1
- SMILES string: CS[C@H]1CCC2=C1CC2
- Charge: 0
- ΔE to the lowest compared entry with this formula, charge and spin: 85.8 kcal/mol

List of natural (NBO) charges in e, atom by atom: -0.782, 0.249, -0.366, -0.397, -0.451, -0.012, 0.023, -0.410, -0.400, 0.208, 0.243, 0.223, 0.210, 0.211, 0.200, 0.217, 0.218, 0.206, 0.204, 0.203, 0.202

=====

(5)
This record from OMol25 describes C45H30Br3IrN10O2S2 as an isolated structure. The level of theory is ωB97M-V/def2-TZVPD.

Geometry (Å):
Ir 0.78 0.14 -0.27
Br -3.87 1.04 -0.62
C -3.33 0.18 0.97
C -4.28 0.04 1.99
C -3.93 -0.55 3.17
Br -5.23 -0.70 4.53
C -2.62 -1.05 3.35
C -2.18 -1.68 4.54
C -0.92 -2.16 4.63
C -0.08 -2.04 3.51
N -0.43 -1.45 2.40
C -1.68 -0.92 2.30
C -2.02 -0.26 1.07
O -1.22 -0.04 0.04
H -5.28 0.42 1.84
H -2.87 -1.77 5.37
H -0.54 -2.64 5.53
H 0.93 -2.44 3.55
Br 1.09 -4.79 7.28
C 2.06 -4.99 5.68
C 2.78 -3.91 5.18
C 3.47 -4.04 4.00
C 3.45 -5.27 3.30
C 2.74 -6.36 3.84
C 2.05 -6.22 5.02
N 4.03 -5.46 2.09
N 4.70 -4.50 1.51
C 4.16 -3.61 0.74
C 5.08 -2.62 0.22
C 4.67 -1.47 -0.35
C 3.27 -1.18 -0.41
O 2.81 -0.12 -0.89
C 2.32 -2.21 0.02
N 1.03 -1.87 -0.15
C 0.09 -2.79 0.01
C 0.42 -4.10 0.35
C 1.73 -4.43 0.63
C 2.72 -3.45 0.48
H 2.78 -2.96 5.71
H 4.03 -3.20 3.61
H 2.75 -7.30 3.31
H 1.50 -7.05 5.44
H 6.13 -2.84 0.36
H 5.37 -0.72 -0.70
H -0.93 -2.47 -0.14
H -0.37 -4.84 0.44
H 1.98 -5.43 0.95
N 0.11 -0.05 -2.23
S -0.16 1.17 -3.22
C 0.75 0.82 -4.72
C 1.71 -0.17 -4.72
C 2.45 -0.39 -5.88
C 2.23 0.39 -7.00
C 1.27 1.40 -6.98
C 0.52 1.62 -5.84
C -1.83 1.11 -3.84
C -2.29 0.05 -4.61
C -3.60 0.05 -5.03
C -4.44 1.11 -4.69
C -3.96 2.17 -3.94
C -2.65 2.17 -3.50
H -0.28 -0.93 -2.54
H 1.88 -0.76 -3.83
H 3.20 -1.17 -5.90
H 2.81 0.22 -7.90
H 1.10 2.01 -7.86
H -0.24 2.39 -5.82
H -1.62 -0.76 -4.89
H -3.98 -0.77 -5.63
H -5.47 1.11 -5.03
H -4.62 3.00 -3.68
H -2.27 2.99 -2.89
N 2.32 2.47 -2.02
C 1.42 2.96 -1.15
N 0.69 2.23 -0.34
C -0.14 3.05 0.46
C -0.90 2.64 1.55
C -1.66 3.58 2.22
C -1.67 4.92 1.83
C -0.87 5.35 0.78
C -0.11 4.40 0.12
S 1.07 4.66 -1.15
H 2.74 1.58 -1.83
H 2.90 3.14 -2.52
H -0.86 1.62 1.89
H -2.25 3.27 3.07
H -2.27 5.64 2.36
H -0.83 6.39 0.49
N 1.73 0.36 1.53
C 1.74 0.60 2.68
N 1.77 0.91 3.91
C 1.92 -0.04 4.82
N 2.04 -0.85 5.64

## Properties
- Calculated total energy: -11053.4151 a.u.
- M: 1238.87 g/mol
- 2S+1: 2
- Charge: +1
- ΔE to the lowest compared entry with this formula, charge and spin: 11.0 kcal/mol

List of Löwdin charges in e, atom by atom: 1.387, 0.872, -0.590, -0.172, -0.627, 0.796, -0.179, -0.020, -0.031, -0.140, 0.103, -0.153, -0.408, -0.320, 0.097, 0.080, 0.085, 0.093, 0.800, -0.674, -0.129, -0.002, -0.286, -0.008, -0.111, 0.095, 0.121, -0.207, 0.052, 0.037, -0.289, -0.106, -0.139, -0.034, -0.072, 0.014, 0.041, -0.045, 0.060, 0.116, 0.120, 0.107, 0.134, 0.131, 0.126, 0.126, 0.117, -0.424, 1.083, -0.389, -0.082, -0.064, -0.064, -0.058, -0.073, -0.410, -0.065, -0.052, -0.054, -0.091, -0.138, 0.047, 0.095, 0.111, 0.112, 0.114, 0.119, 0.120, 0.114, 0.115, 0.116, 0.110, 0.105, -0.704, -0.073, -0.272, -0.014, -0.044, -0.067, -0.078, -0.458, 1.134, 0.067, 0.110, 0.088, 0.117, 0.111, 0.114, 0.021, -0.317, 0.108, -0.353, 0.143

=====

(6)
This record from OMol25 describes one molecule with the formula C4H6O2. The level of theory is ωB97M-V/def2-TZVPD.

Geometry (Å):
C 0.89 -0.11 1.14
C -0.49 0.38 0.73
C -0.64 -0.73 -0.64
O -0.56 -1.94 -0.68
C -0.42 0.21 -1.81
O -0.36 1.36 -1.48
H 0.77 -1.08 1.60
H 1.46 -0.24 0.21
H 1.48 0.56 1.77
H -0.46 1.51 0.70
H -1.34 0.14 1.34
H -0.32 -0.07 -2.87

## Properties
- Calculated total energy: -306.4058 a.u.
- M: 86.09 g/mol
- 2S+1: 1
- SMILES string: CCC(=O)C=O
- Charge: 0
- ΔE to the lowest compared entry with this formula, charge and spin: 63.0 kcal/mol

List of natural (NBO) charges in e, atom by atom: -0.621, -0.469, 0.513, -0.488, 0.296, -0.461, 0.219, 0.197, 0.217, 0.242, 0.205, 0.150